No. 1
ORCA calculation (ωB97M-V/def2-TZVPD) on C32H36BCl2N12SSiSn as an isolated structure.

Last column: Mulliken spin population.
CARTESIAN COORDINATES (ANGSTROEM)
Sn -0.098211 0.298866 -0.102477  0.2375
C 3.259810 -2.738909 0.548099  0.0027
C 2.736269 -1.455470 0.412688  0.0045
N 1.481103 -1.503051 -0.016933  0.0479
N 1.175733 -2.805577 -0.191261  -0.0102
C 2.228778 -3.565137 0.156147  -0.0010
B -0.176532 -3.285239 -0.820062  -0.0053
N -0.457868 -2.462188 -2.114595  0.0101
C -0.778998 -2.930590 -3.336920  0.0019
C -0.909017 -1.862426 -4.195861  0.0048
C -0.657486 -0.746802 -3.394780  0.0103
N -0.402369 -1.112958 -2.148309  0.0425
N -1.307770 -3.045866 0.183736  0.0037
C -2.158620 -3.861978 0.833064  0.0022
C -3.014551 -3.082179 1.579219  0.0043
C -2.610334 -1.770988 1.322127  0.0081
N -1.575131 -1.751965 0.489899  0.0363
N 0.024097 -4.739269 -1.238823  0.0006
C 0.953461 -5.157399 -2.135587  0.0002
C 0.865847 -6.521693 -2.238053  -0.0002
C -0.167574 -6.861806 -1.344878  0.0000
N -0.665582 -5.794454 -0.750765  -0.0001
H 4.244220 -3.025106 0.871255  -0.0004
H 3.220966 -0.507686 0.564612  0.0027
H 2.181465 -4.637524 0.086678  0.0011
H -0.892125 -3.985405 -3.514056  0.0014
H -1.153120 -1.888051 -5.242317  -0.0007
H -0.629180 0.293743 -3.671941  0.0044
H -2.097643 -4.924843 0.691072  0.0001
H -3.826553 -3.413155 2.201219  -0.0007
H -3.022451 -0.839576 1.677369  -0.0070
H 1.603364 -4.454687 -2.630337  -0.0002
H 1.452383 -7.172642 -2.861229  0.0000
H -0.567832 -7.835526 -1.113910  0.0000
Cl -2.410152 1.669813 -2.068795  0.0126
C -3.851449 1.823776 -1.110270  0.0327
C -5.045000 2.017824 -1.781553  -0.0068
C -6.225178 2.089279 -1.061495  0.0123
C -6.192120 1.949964 0.316076  -0.0070
C -4.984493 1.750717 0.961102  0.0025
Cl -5.024985 1.588441 2.692589  0.0034
C -3.755604 1.689810 0.279889  -0.0097
S -2.251745 1.553932 1.152364  0.2248
H -5.039486 2.106108 -2.858398  -0.0002
H -7.166082 2.243136 -1.570994  0.0012
H -7.098998 1.994700 0.902301  0.0001
C 2.729864 -0.793726 -2.922679  0.0089
C 2.519021 0.660406 -2.602776  0.0073
C 3.191167 1.621455 -3.327273  0.0004
C 3.028754 2.963238 -2.967504  0.0013
C 2.244253 3.308718 -1.903797  0.0104
C 1.592524 2.285465 -1.159566  0.0157
N 1.723183 0.998554 -1.570600  0.0620
N 0.811594 2.448956 -0.083800  0.1151
Si 0.766566 3.936209 0.829295  0.0123
C -0.158070 3.826594 2.448432  0.0021
C -0.054099 5.317048 -0.139620  0.0013
C 2.534341 4.435101 1.266201  0.0056
H 3.658021 -1.136190 -2.459200  0.0004
H 2.823951 -0.932050 -3.999137  0.0001
H 1.923077 -1.414149 -2.551408  0.0047
H 3.824598 1.331078 -4.153080  0.0006
H 3.528039 3.738256 -3.536528  0.0007
H 2.105572 4.342023 -1.630052  0.0010
H -1.228757 3.714200 2.296712  0.0020
H 0.015654 4.762153 2.987213  0.0007
H 0.177870 3.011947 3.088163  -0.0015
H -1.072765 5.027097 -0.404654  0.0004
H 0.468180 5.572327 -1.061891  -0.0001
H -0.111856 6.221533 0.470439  0.0005
H 3.089056 3.581246 1.664483  -0.0001
H 2.527178 5.211743 2.033560  0.0001
H 3.095869 4.817197 0.414004  0.0000
N 1.768383 0.839818 6.164115  -0.0003
C 1.373825 0.664934 4.870347  -0.0020
C 2.212356 0.999711 3.800379  -0.0002
C 1.764229 0.801693 2.517333  0.0129
N 0.577765 0.262023 2.215750  0.0674
C -0.223211 -0.054440 3.237613  0.0011
C 0.121579 0.127901 4.556801  0.0036
H 2.571805 1.413838 6.349993  -0.0002
H 1.072310 0.811767 6.887856  0.0001
H 3.183377 1.445020 3.970836  0.0003
H 2.371060 1.126897 1.683179  0.0028
H -1.182336 -0.480040 2.978406  -0.0050
H -0.577207 -0.145479 5.335513  0.0000

Forces on the atoms, in the same order (eV/Å):
-0.3 0.2 0.1
0.0 0.0 0.0
0.0 0.0 0.0
0.0 -0.1 0.1
0.0 0.1 0.0
0.0 -0.1 0.0
-0.1 0.0 0.0
0.0 0.1 0.0
0.0 0.0 0.0
0.0 0.0 0.0
0.0 0.0 0.0
0.0 -0.1 0.0
0.1 0.0 0.0
-0.1 -0.1 0.0
0.0 0.0 0.0
0.0 0.0 0.0
0.1 -0.1 0.1
0.0 -0.1 0.0
0.0 0.0 0.0
0.0 0.0 0.0
0.0 0.0 0.0
0.0 0.0 0.0
0.0 0.0 0.0
0.0 0.1 0.0
0.0 0.0 0.0
0.0 0.0 0.0
0.0 0.0 0.0
0.0 0.0 0.0
0.0 0.0 0.0
0.0 0.0 0.0
0.0 0.0 0.0
0.0 0.0 0.0
0.0 0.0 0.0
0.0 0.0 0.0
0.0 0.2 -0.1
0.1 -0.2 0.0
0.0 0.0 0.0
0.0 0.0 0.0
0.0 0.0 0.0
0.0 0.0 0.0
0.0 0.0 0.0
0.0 0.0 0.1
0.1 0.0 0.0
0.0 0.0 0.0
0.0 0.0 0.0
0.0 0.0 0.0
0.0 0.0 0.0
0.0 0.0 0.1
0.0 0.1 0.0
0.1 -0.1 -0.1
-0.1 0.0 0.2
0.1 0.2 -0.3
0.2 -0.1 0.0
0.1 -0.2 0.2
-0.1 0.1 0.0
0.0 -0.1 0.0
0.0 0.0 0.0
0.0 0.0 0.0
0.0 0.0 0.0
0.0 0.0 0.0
0.0 0.0 0.0
0.0 0.0 0.0
0.0 0.0 0.0
0.0 0.0 0.0
0.0 0.0 0.0
0.0 0.0 0.0
0.0 -0.1 0.1
0.0 0.0 0.0
0.0 0.0 0.0
0.0 0.0 0.0
0.0 0.0 0.0
0.0 0.0 0.0
0.0 0.0 0.0
0.0 0.0 0.0
0.0 0.0 0.0
-0.1 0.0 0.0
0.0 0.1 0.1
0.1 0.3 0.0
-0.1 -0.2 0.0
0.1 0.0 0.0
0.0 0.0 0.0
0.0 0.0 0.0
0.0 0.0 0.0
0.0 0.0 -0.1
0.0 0.0 0.0
0.0 0.0 0.0

As for the total charge: 0. As for the highest occupied orbital energy (alpha / beta): -6.3 / -7.3 eV. As for the spin multiplicity: 2. The value obtained for the total energy is -3745.50434 Ha. The value obtained for the strongest force on any atom is 0.43 eV/Å. The gap between HOMO and LUMO (alpha / beta) is 6.80 / 6.54 eV.

No. 2
ORCA calculation (ωB97M-V/def2-TZVPD) on C32H36BCsF9N5O as an isolated structure.

Last column: Mulliken charge in e.
CARTESIAN COORDINATES (ANGSTROEM)
Cs -1.399808 -1.269534 0.085706  1.2515
C -3.838792 3.389291 3.321481  -0.8520
N -3.859696 1.934102 3.350352  -0.0300
C -3.370453 1.277306 4.557165  -0.8392
C -3.795311 1.306075 2.184301  0.5974
N -3.779286 0.750442 1.172700  -0.5902
H -4.492552 3.774215 4.107992  0.3132
H -4.203301 3.739364 2.358807  0.3725
H -2.831190 3.780985 3.478238  0.2057
H -4.050583 1.509257 5.380185  0.3551
H -2.366048 1.617804 4.814941  0.2016
H -3.317432 0.203171 4.401486  0.3320
F 0.675896 -1.579360 4.316345  -0.3815
B -0.588357 -2.077720 3.951813  0.2622
F -0.520539 -2.648679 2.664846  -0.3668
F -1.024185 -3.029333 4.876349  -0.3646
F -1.512060 -0.994552 3.910664  -0.1495
F -6.279184 -5.831251 -4.696866  -0.3505
C -5.474623 -5.071966 -3.912033  0.6122
C -4.492777 -4.266965 -4.461494  -0.0882
F -4.336744 -4.246308 -5.801594  -0.3331
C -3.678144 -3.492798 -3.661822  0.4388
F -2.735536 -2.739116 -4.270701  -0.3141
C -3.766446 -3.451689 -2.240111  -0.2661
O -3.018442 -2.752441 -1.500541  -0.6633
C -4.794458 -4.305106 -1.736909  0.3248
F -4.983974 -4.363792 -0.403909  -0.3284
C -5.610449 -5.077269 -2.533946  0.1502
F -6.560980 -5.854285 -1.972638  -0.3325
C 4.839451 1.121405 -2.269175  -2.0069
C 3.330285 1.185094 -2.307280  0.4560
C 2.659631 0.958765 -3.502592  -0.9431
C 1.253907 0.964223 -3.504838  1.1129
C 0.499972 0.633635 -4.768485  -1.5445
C 0.563415 1.221356 -2.347373  -0.4362
C 1.196701 1.450532 -1.077016  -0.0924
C 2.633393 1.424440 -1.130580  -0.5544
N 0.406049 1.568186 -0.017335  -0.4162
C 0.900864 2.022483 1.261087  1.0910
C 1.798450 3.282225 1.247916  -1.3432
C 2.152730 3.721447 2.675114  0.5703
C 2.898268 2.581907 3.386775  -1.6879
C 2.003090 1.335593 3.452192  0.4768
C 0.728327 1.676761 4.228596  -1.2822
C 0.000797 2.817163 3.516506  1.3378
C 0.890333 4.056558 3.463075  -1.8902
C -0.348014 2.387902 2.090728  -1.3790
C 1.650555 0.905092 2.024678  -0.9483
H 5.247741 0.964366 -3.269689  0.3635
H 5.183086 0.300834 -1.631551  0.3327
H 5.268132 2.041881 -1.864995  0.3956
H 3.209845 0.745673 -4.414243  0.1068
H 1.173644 0.563612 -5.624852  0.3681
H -0.257981 1.389217 -4.987837  0.3562
H -0.018372 -0.323283 -4.664987  0.1604
H -0.523228 1.223276 -2.350375  0.5938
H 3.209739 1.518697 -0.219173  0.7134
H 1.289493 4.082287 0.696964  0.3983
H 2.734127 3.094348 0.727627  0.4708
H 2.796295 4.609339 2.626583  0.1618
H 3.175610 2.897358 4.400858  0.4927
H 3.824975 2.353884 2.848084  0.5586
H 2.518043 0.520722 3.965482  0.4160
H 0.983928 1.976644 5.253603  0.5652
H 0.088329 0.797285 4.293154  0.1517
H -0.913668 3.062493 4.069935  -0.2226
H 1.151506 4.384991 4.477531  0.5364
H 0.356973 4.881714 2.974998  0.5019
H -0.880811 3.184523 1.557250  0.4459
H -1.008700 1.515415 2.099811  -0.0587
H 1.019686 0.008875 2.023804  0.0142
H 2.565568 0.659039 1.475952  0.5739
N 3.567707 -4.138525 -4.531377  -0.6012
C 2.612917 -3.528490 -3.708639  0.9594
C 1.278580 -3.926484 -3.738463  -0.6436
C 0.368248 -3.265011 -2.932887  -0.3769
N 0.688501 -2.255623 -2.124054  0.0430
C 1.963268 -1.871929 -2.113068  -0.6723
C 2.952662 -2.469752 -2.875311  -0.5740
H 3.352360 -5.094095 -4.769171  0.2272
H 4.513341 -4.042515 -4.195955  0.2378
H 0.953125 -4.734868 -4.383007  0.3344
H -0.678164 -3.551019 -2.936388  0.1037
H 2.213216 -1.027065 -1.479804  0.5978
H 3.967526 -2.092432 -2.838615  0.2806

Forces on the atoms, in the same order (eV/Å):
0.3 0.4 0.3
0.0 0.0 0.1
-0.1 0.3 0.0
0.0 -0.1 0.0
0.1 -0.2 0.1
-0.1 0.0 -0.2
0.0 0.0 0.0
0.0 0.0 0.0
0.0 0.0 0.0
0.0 0.0 0.0
0.0 0.0 0.0
0.0 0.0 0.0
0.0 -0.1 0.0
0.1 0.1 0.0
0.0 0.0 -0.1
0.0 -0.1 0.1
0.0 0.0 0.0
0.0 0.0 0.0
0.0 0.0 0.0
0.0 0.0 0.0
0.0 0.0 -0.1
0.0 0.0 0.0
0.0 0.0 0.0
-0.1 -0.1 0.0
-0.2 -0.3 -0.4
0.0 0.0 0.0
0.0 0.0 0.0
0.0 0.0 0.0
0.0 0.0 0.0
0.0 0.0 0.0
0.0 0.1 0.0
0.0 0.0 -0.1
0.0 0.0 0.0
0.0 0.0 0.0
0.0 -0.1 0.0
0.1 -0.3 0.1
0.1 0.0 -0.1
-0.2 0.5 -0.2
0.1 -0.2 0.2
0.0 0.0 0.1
0.1 0.0 0.0
0.0 0.0 0.0
0.0 0.1 0.0
0.0 0.1 0.0
-0.1 0.0 0.0
0.0 0.1 0.0
0.0 -0.1 0.0
-0.1 0.0 0.0
0.0 0.0 0.0
0.0 0.0 0.0
0.0 0.0 0.0
0.0 0.0 0.0
0.0 0.0 0.0
0.0 0.0 0.0
0.0 0.0 0.0
0.0 0.0 0.0
0.0 0.0 -0.1
-0.1 0.0 0.1
0.0 0.0 -0.1
0.0 0.0 0.0
0.0 0.0 0.0
0.0 0.0 0.0
0.0 0.0 0.0
0.0 0.0 0.0
0.0 -0.1 0.0
0.0 0.0 0.0
0.0 0.0 0.0
0.0 0.0 0.0
0.0 0.0 0.0
0.0 0.0 0.0
0.1 0.1 0.1
-0.1 -0.1 0.1
0.0 0.0 0.0
0.0 0.0 0.0
0.0 0.0 0.0
-0.1 0.0 0.0
0.0 -0.1 0.0
0.0 0.0 0.0
0.0 -0.1 0.0
0.0 0.0 0.0
0.0 0.0 0.0
0.0 0.0 0.0
0.0 0.0 0.0
0.0 0.0 0.0
0.0 0.0 0.0

As for the total charge: -2. As for the highest occupied orbital energy: -1.1 eV. As for the spin multiplicity: 1. The value obtained for the total energy is -2534.14665 Ha. The value obtained for the strongest force on any atom is 0.62 eV/Å. The gap between HOMO and LUMO is 4.95 eV.

No. 3
ORCA calculation (ωB97M-V/def2-TZVPD) on C32H36BaF3N2O5Sb as an isolated structure.

Last column: Mulliken charge in e.
CARTESIAN COORDINATES (ANGSTROEM)
Ba -0.283221 0.558561 0.246811  1.2889
O 2.067192 -2.392358 1.024019  -0.4770
C 1.210753 -3.506400 1.182233  -0.9517
C -0.161638 -3.152034 1.725571  -0.6127
N -0.954047 -2.248315 0.901019  0.7874
C -2.196487 -1.928018 1.607902  0.0349
C -1.919067 -1.011519 2.823971  0.4424
O -2.277458 -1.409377 3.936818  -0.7864
O -1.342775 0.091251 2.547222  -0.7527
C -1.160806 -2.718987 -0.462450  -0.6076
C 0.054374 -2.501252 -1.391693  0.3018
O 0.281035 -3.352542 -2.243928  -0.7855
O 0.722749 -1.410655 -1.202465  -0.3108
H 1.784068 -1.960475 0.192598  0.3557
H 1.682646 -4.178901 1.905196  0.4855
H 1.121110 -4.057059 0.239918  0.2862
H -0.060603 -2.695344 2.712584  0.3483
H -0.708942 -4.106113 1.864173  0.1845
H -2.724227 -2.830376 1.948203  0.1262
H -2.849804 -1.381748 0.920166  -0.2431
H -1.977370 -2.129571 -0.893312  0.2869
H -1.452940 -3.777379 -0.515589  0.1732
C 2.061183 0.668805 4.340942  -0.8067
C 1.826873 1.977083 4.733207  -0.4795
C 1.708835 2.957959 3.769178  -0.6842
C 1.814843 2.619015 2.418099  -0.1081
N 2.019534 1.345830 2.043208  0.2916
C 2.143653 0.407315 2.984832  -0.1185
C 1.689717 3.651548 1.345088  0.6222
C 2.323797 4.881154 1.553470  -0.7903
C 2.247319 5.874065 0.590998  -0.5921
C 1.516890 5.625326 -0.567194  -0.5367
C 0.889993 4.396226 -0.740190  -0.7573
C 0.945062 3.340962 0.190676  0.0250
H 2.138619 -0.136374 5.058575  0.3880
H 1.714181 2.224383 5.782691  0.3674
H 1.495106 3.982615 4.043456  0.5070
H 2.297688 -0.605400 2.623017  0.3185
H 2.903238 5.052936 2.457335  0.3725
H 2.754702 6.821599 0.737822  0.3500
H 1.442648 6.392807 -1.333111  0.3245
H 0.325513 4.251918 -1.661368  0.3287
C 5.578579 1.790615 -3.518653  -0.9261
C 5.460625 0.299012 -3.225561  -0.9284
Sb 3.534948 -0.475221 -2.482588  0.6259
C 3.985214 -0.101598 -0.400491  -0.1359
C 4.607914 1.252595 -0.083927  -0.8974
C 2.409084 1.364448 -2.665723  0.4470
C 1.460773 1.392278 -3.858427  -1.4017
H 6.571236 2.054524 -3.901045  0.3525
H 5.398029 2.392357 -2.627314  0.2185
H 4.849139 2.103982 -4.269321  0.2522
H 6.205074 -0.009349 -2.484903  0.3959
H 5.672209 -0.273314 -4.132556  0.4304
H 4.601708 -0.928123 -0.041182  0.5484
H 3.031692 -0.179815 0.119564  -0.4223
H 5.564875 1.389500 -0.595096  0.3293
H 4.783053 1.351406 0.990962  0.3802
H 3.940971 2.069296 -0.366643  0.0997
H 3.105001 2.202169 -2.692952  0.4193
H 1.858395 1.477549 -1.729153  -0.6841
H 2.007073 1.316897 -4.803511  0.3576
H 0.883266 2.320480 -3.878829  0.3265
H 0.754484 0.561207 -3.821117  0.3326
F -10.346046 -0.385258 -0.332970  -0.2832
C -9.408352 -1.004267 0.422718  0.9434
F -9.746951 -0.783622 1.712414  -0.2758
F -9.597639 -2.333396 0.216479  -0.2678
C -8.022296 -0.555118 0.104561  0.3424
C -7.034166 -0.580656 1.085959  -0.7004
C -5.740961 -0.209941 0.778149  -0.5080
C -5.389490 0.189698 -0.523285  0.8265
C -6.400977 0.208958 -1.495186  -0.6926
C -7.697068 -0.159135 -1.187357  -0.5347
C -4.050561 0.557408 -0.839479  -1.2451
C -2.886573 0.853411 -1.112154  -0.0669
H -7.284520 -0.885935 2.093708  0.3965
H -4.972683 -0.216610 1.540585  0.5378
H -6.145956 0.517724 -2.500079  0.4474
H -8.465539 -0.137215 -1.950098  0.3639

Forces on the atoms, in the same order (eV/Å):
-0.1 0.5 -0.1
0.0 0.0 0.0
0.0 0.0 0.0
-0.1 -0.1 -0.1
0.0 0.1 0.0
0.0 0.1 -0.1
0.0 0.1 0.1
-0.1 0.0 0.0
0.0 -0.3 0.0
0.0 0.1 0.1
0.2 0.1 -0.1
0.0 0.0 -0.1
-0.1 -0.3 0.1
0.0 0.0 0.0
0.0 0.0 0.0
0.0 0.0 0.0
0.0 0.0 0.0
0.0 0.0 0.0
0.0 0.0 0.0
0.0 0.0 0.0
0.0 0.0 0.0
0.0 0.0 0.0
0.0 0.0 0.0
0.0 0.0 0.1
0.0 0.1 0.0
0.1 0.0 -0.1
-0.2 0.0 0.1
0.0 0.0 0.0
0.0 -0.1 0.1
0.0 0.0 0.0
0.0 0.0 0.0
0.0 0.0 0.0
0.0 -0.1 0.0
0.0 -0.2 -0.1
0.0 0.0 0.0
0.0 0.0 0.0
0.0 0.0 0.0
0.0 0.0 0.0
0.0 0.0 0.0
0.0 0.0 0.0
0.0 0.0 0.0
0.0 0.0 0.0
0.0 0.0 0.0
0.0 0.0 0.0
0.0 0.1 0.0
0.0 0.0 -0.1
0.0 -0.1 0.0
0.0 -0.1 0.0
0.0 0.0 0.0
0.0 0.0 0.0
0.0 0.0 0.0
0.0 0.0 0.0
0.0 0.0 0.0
0.0 0.0 0.0
0.0 0.0 0.0
0.0 0.0 0.0
0.0 0.0 0.0
0.0 0.0 0.0
0.0 0.0 0.0
0.0 0.0 0.0
0.0 0.0 0.0
0.0 0.0 0.0
0.0 0.0 0.0
0.0 0.0 0.0
0.0 0.0 0.0
0.1 0.0 0.0
0.0 0.0 0.0
0.0 0.0 0.0
0.0 0.0 0.1
-0.1 0.0 0.0
0.1 0.0 0.0
0.1 0.0 0.0
-0.1 0.0 0.0
0.0 0.0 0.0
-0.1 0.0 0.0
0.2 -0.1 0.1
0.0 0.0 0.0
0.0 0.0 0.0
0.0 0.0 0.0
0.0 0.0 0.0

As for the total charge: -2. As for the highest occupied orbital energy: -2.4 eV. As for the spin multiplicity: 1. The value obtained for the total energy is -2292.12472 Ha. The value obtained for the strongest force on any atom is 0.53 eV/Å. The gap between HOMO and LUMO is 6.65 eV.

The highest total charge belongs to which entry?
C32H36BCl2N12SSiSn

The highest strongest force on any atom belongs to which entry?
C32H36BCsF9N5O

The highest total charge belongs to which entry?
C32H36BCl2N12SSiSn

strongest force on any atom of number 3 (C32H36BaF3N2O5Sb)?
0.53 eV/Å